1.
A single C22H25F3N2O2 molecule, computed with the ωB97M-V functional and the def2-TZVPD basis.

```
54
Properties=species:S:1:pos:R:3:mulliken_charge:R:1
O 3.99820 -3.88472 0.04456 -0.7120
C 3.16722 -3.05325 0.34571 0.2790
C 2.80537 -1.87828 -0.57420 -0.4661
N 1.60920 -1.19336 -0.11825 0.4540
C 0.37137 -1.81252 -0.55069 -0.9022
C -0.01876 -1.49363 -2.00344 -1.6003
C 0.01844 0.00701 -2.34268 1.7763
O 0.05228 0.16620 -3.75772 -0.6337
C -1.15500 0.81528 -1.80073 -0.0610
C -2.15610 0.31178 -0.98019 -0.3535
C -3.19216 1.12199 -0.54275 -1.2183
C -3.26169 2.44768 -0.92558 -0.7116
C -2.27983 2.94915 -1.76920 -0.0363
C -2.34939 4.36974 -2.25145 0.9311
F -3.07819 5.16148 -1.45029 -0.2821
F -2.90750 4.46051 -3.47556 -0.2578
F -1.13848 4.94175 -2.35174 -0.2671
C -1.24268 2.14329 -2.20860 -0.3601
C 1.34757 0.58891 -1.83162 -1.1465
C 1.57343 0.23376 -0.36163 -1.2942
N 2.48443 -3.03398 1.49954 0.2287
C 2.67093 -3.93967 2.60270 -0.7698
C 2.68101 -3.15805 3.92586 -1.0719
C 1.38748 -2.40710 4.07178 0.4482
C 0.25607 -3.04039 4.57139 -0.4342
C -0.95759 -2.37871 4.62465 -0.5673
C -1.05945 -1.07465 4.16953 -0.5599
C 0.06191 -0.43209 3.67442 -0.4278
C 1.27707 -1.09356 3.62832 -0.1412
H 2.74197 -2.26105 -1.60106 0.2213
H 3.65260 -1.18856 -0.53894 0.5699
H -0.40568 -1.46888 0.13881 0.4002
H 0.46725 -2.89501 -0.43797 0.4478
H -1.00469 -1.91001 -2.22202 0.5615
H 0.69521 -1.97786 -2.67450 0.3712
H -0.75671 -0.19459 -4.13722 0.4381
H -2.15296 -0.72135 -0.67449 0.4452
H -3.95528 0.71027 0.09975 0.4323
H -4.06356 3.08348 -0.58453 0.4728
H -0.50300 2.54191 -2.88644 0.5118
H 1.35683 1.66958 -1.96344 0.5572
H 2.14580 0.16958 -2.44590 0.4250
H 0.75741 0.64719 0.24181 0.2776
H 2.51044 0.67233 -0.01253 0.6414
H 1.82562 -2.27405 1.61934 -0.0459
H 3.61561 -4.46546 2.44521 0.4615
H 1.85813 -4.67728 2.62280 0.3181
H 3.52253 -2.46390 3.92394 0.2914
H 2.81020 -3.86231 4.74843 0.4448
H 0.32881 -4.05958 4.92344 0.4123
H -1.82768 -2.88220 5.01997 0.3972
H -2.00805 -0.55966 4.20663 0.4147
H -0.00827 0.58734 3.32354 0.4082
H 2.15067 -0.57986 3.25220 0.2822
```

2S+1	1
E	-1412.976643	Eh
structure (SMILES)	O=C(CN1CCC(O)(c2cccc(C(F)(F)F)c2)CC1)NCCc1ccccc1
ΔE to the lowest compared entry with this formula, charge and spin	0.000	eV
LUMO energy	0.01865	hartree
max |F|	0.533	eV Å⁻¹
gap between HOMO and LUMO	0.344	Eh
HOMO level	-0.3250	hartree



2.
A single C22H25N3O3 molecule, computed with the ωB97M-V functional and the def2-TZVPD basis.

```
53
Properties=species:S:1:pos:R:3:mulliken_charge:R:1
C 0.23766 -4.01498 -2.32689 -0.7123
O 1.24631 -3.07155 -2.07550 -0.3662
C 1.38063 -2.76812 -0.70239 0.4628
C 2.48723 -1.72840 -0.51920 -1.2865
N 2.12316 -0.44828 -1.05832 0.2429
C 2.19426 -0.15216 -2.47072 -0.6797
C 1.61568 1.22488 -2.54880 -0.2110
C 1.43413 2.06895 -3.62624 -0.9320
C 0.88135 3.32084 -3.39322 -0.6336
C 0.52339 3.72646 -2.11495 -0.7116
C 0.69283 2.87916 -1.02811 0.3406
C 0.43232 3.29919 0.38822 0.2862
O 1.21402 4.01892 0.97940 -0.6995
N -0.70608 2.82733 0.93979 0.2451
C -1.67111 2.02374 0.21374 0.0903
C -2.62769 1.37568 1.21952 -1.6731
N -1.88606 0.65395 2.22106 0.1319
C -1.60251 -0.69095 2.08703 1.0469
C -0.88219 -1.34803 3.09452 -0.1477
C -0.63234 -2.70280 3.02977 -0.8487
C -1.10272 -3.46210 1.97159 -0.5199
C -1.82178 -2.83075 0.97281 -0.8387
C -2.06105 -1.47011 1.01837 -0.3654
C -0.94390 1.49310 2.95571 -0.5659
C -0.88499 2.90701 2.37258 -1.4098
C 1.24389 1.62552 -1.26669 1.2162
C 1.53997 0.52959 -0.31633 0.3544
O 1.31919 0.47109 0.87770 -0.6206
H 0.22889 -4.18605 -3.40165 0.2652
H 0.43985 -4.95932 -1.80735 0.2943
H -0.74194 -3.64141 -2.00546 0.2691
H 1.63605 -3.67761 -0.13831 0.4883
H 0.43557 -2.37361 -0.30187 -0.3693
H 2.66043 -1.59250 0.55118 0.4325
H 3.40114 -2.07685 -1.00726 0.3669
H 1.62258 -0.88955 -3.04537 0.3146
H 3.23299 -0.18156 -2.82151 0.3176
H 1.71933 1.76876 -4.62333 0.4929
H 0.73538 3.99824 -4.22150 0.4009
H 0.11445 4.71321 -1.95759 0.5235
H -1.16064 1.23248 -0.34478 0.1770
H -2.22316 2.65101 -0.49896 0.4040
H -3.22822 2.14398 1.71723 0.3895
H -3.32174 0.71271 0.70651 0.5010
H -0.52544 -0.79452 3.94728 0.3847
H -0.07108 -3.17462 3.82353 0.3937
H -0.91487 -4.52423 1.92666 0.4246
H -2.20280 -3.40370 0.13771 0.4809
H -2.60531 -1.02818 0.19740 0.1682
H -1.23122 1.54962 4.01357 0.4502
H 0.05624 1.05702 2.87257 0.4493
H -0.01710 3.43413 2.77318 0.4300
H -1.78300 3.48539 2.61367 0.3551
```

2S+1	1
E	-1243.348670	Eh
structure (SMILES)	COCCN1Cc2cccc(C(=O)N3CCN(c4ccccc4)CC3)c2C1=O
ΔE to the lowest compared entry with this formula, charge and spin	2.292	eV
LUMO energy	0.02397	hartree
max |F|	0.636	eV Å⁻¹
gap between HOMO and LUMO	0.303	Eh
HOMO level	-0.2787	hartree